Entry 1:
Molecular formula: C17H18N4O3
Method: DFT, the ωB97M-V functional and the def2-TZVPD basis

Each line ends with the natural charge from an NBO analysis.
Positions of all 42 atoms, in Å:
C1 -1.627 -4.020 3.071  -0.21
O1 -1.601 -2.787 3.030  -0.50
C2 -0.642 -2.034 2.303  0.32
C3 -0.840 -0.663 2.068  -0.28
C4 0.190 0.246 1.561  -0.24
C5 1.253 -0.264 1.021  0.01
C6 2.452 0.309 0.113  0.23
C7 3.724 0.014 0.190  -0.67
N1 1.635 1.213 -0.645  -0.24
N2 2.581 2.016 -1.241  -0.48
C8 1.995 2.892 -2.259  0.64
O2 2.687 3.771 -2.811  -0.59
C9 0.301 3.168 -2.159  -0.22
N3 -0.321 1.983 -2.038  -0.55
C10 -1.051 1.508 -0.969  0.68
O3 -1.393 2.599 -0.129  -0.71
C11 -1.602 0.238 -1.007  -0.31
C12 -2.751 0.214 -0.189  0.04
C13 -3.225 -1.228 -0.017  -0.35
C14 -2.478 -2.138 -0.429  0.01
N4 -1.153 -2.296 -1.242  -0.33
C15 -0.931 -0.940 -1.259  0.08
C16 1.527 -1.915 1.005  -0.20
C17 0.577 -2.632 1.652  -0.29
H1 -2.589 -4.442 3.552  0.19
H2 -1.698 -4.409 2.107  0.16
H3 -0.650 -4.171 3.698  0.15
H4 -1.407 -0.010 2.768  0.23
H5 0.192 1.234 1.539  0.24
H6 4.516 0.806 0.550  0.25
H7 3.995 -0.874 0.908  0.25
H8 4.053 -0.293 -0.514  0.20
H9 3.440 1.982 -1.432  0.37
H10 0.195 3.666 -1.397  0.23
H11 0.222 3.656 -3.008  0.21
H12 0.072 1.074 -2.670  0.38
H13 -3.488 0.940 0.107  0.25
H14 -4.278 -1.297 0.407  0.25
H15 -2.699 -3.401 -0.375  0.20
H16 -0.098 -0.747 -1.823  0.17
H17 2.511 -2.350 0.705  0.22
H18 0.576 -3.698 1.769  0.22

Forces on atoms 1 to 6 (eV/Å):
1.142 -7.884 3.178
-0.108 12.782 -1.676
0.604 0.872 -1.683
1.086 1.078 3.084
-1.386 -4.858 0.329
7.542 -7.488 -3.096

Calculated values
* E_LUMO: -0.6058 eV
* HOMO energy: -8.173 eV
* multiplicity: 1
* SMILES: COc1ccc(/C(C)=N/NC(=O)CNC(=O)c2cccnc2)cc1
* HOMO-LUMO gap: 7.57 eV
* ΔE to the lowest compared entry with this formula, charge and spin: 19.451 eV

---

Entry 2:
Molecular formula: C17H18N4O7S4Sn
Method: DFT, the ωB97M-V functional and the def2-TZVPD basis

Each line ends with the natural charge from an NBO analysis.
Positions of all 51 atoms, in Å:
Sn1 0.822 2.028 0.133  1.34
C1 -2.530 6.050 1.691  -0.75
S1 -3.262 4.651 0.833  0.30
C2 -1.879 3.886 0.067  -0.06
S2 -0.304 4.556 0.141  -0.30
N1 -2.225 2.786 -0.549  -0.47
N2 -1.145 2.135 -1.104  -0.34
C3 -1.313 1.545 -2.216  0.12
C4 -0.183 0.845 -2.837  0.17
C5 -0.346 0.061 -3.967  -0.19
C6 0.752 -0.623 -4.458  -0.15
C7 1.969 -0.503 -3.805  -0.24
C8 2.045 0.321 -2.693  0.06
N3 0.997 0.993 -2.233  -0.47
H1 -3.365 6.544 2.187  0.23
H2 -2.061 6.739 0.993  0.23
H3 -1.804 5.720 2.429  0.24
H4 -2.282 1.565 -2.706  0.21
H5 -1.323 -0.039 -4.420  0.23
H6 0.657 -1.256 -5.330  0.22
H7 2.847 -1.031 -4.148  0.23
H8 2.974 0.448 -2.148  0.21
O1 3.096 -2.268 2.809  -0.93
S3 2.178 -1.617 1.925  2.41
O2 0.780 -1.491 2.631  -0.71
O3 2.575 -0.352 1.376  -0.94
C9 1.733 -2.765 0.644  -0.37
C10 2.647 -3.799 0.489  -0.17
C11 2.476 -4.748 -0.507  -0.21
C12 1.381 -4.666 -1.347  -0.19
C13 0.463 -3.638 -1.191  -0.21
C14 0.621 -2.677 -0.203  -0.21
S4 -0.691 -1.451 -0.121  2.44
O4 -1.591 -1.886 0.922  -0.99
O5 -1.259 -1.419 -1.451  -1.00
O6 0.014 -0.198 0.219  -1.09
H9 3.489 -3.856 1.164  0.25
H10 3.196 -5.548 -0.614  0.22
H11 1.230 -5.404 -2.124  0.22
H12 -0.396 -3.559 -1.843  0.25
N4 -2.458 0.810 1.753  -0.77
C15 -1.273 0.934 2.328  0.76
O7 -0.486 1.859 2.033  -0.76
C16 -0.928 -0.021 3.446  -0.53
C17 0.543 -0.372 3.517  -0.07
H13 -2.689 1.438 0.985  0.43
H14 -2.942 -0.071 1.820  0.42
H15 -1.524 -0.930 3.371  0.25
H16 -1.203 0.492 4.373  0.25
H17 0.822 -0.689 4.521  0.20
H18 1.158 0.475 3.215  0.23

Forces on atoms 1 to 6 (eV/Å):
0.084 0.006 -0.008
-0.016 -0.005 0.011
-0.005 -0.005 -0.010
0.024 0.036 0.017
-0.002 0.010 0.003
-0.061 -0.024 -0.018

Calculated values
* E_LUMO: -0.6167 eV
* HOMO energy: -8.110 eV
* multiplicity: 1
* HOMO-LUMO gap: 7.49 eV
* ΔE to the lowest compared entry with this formula, charge and spin: 0.111 eV

---

Entry 3:
Molecular formula: C17H18N4OS
Method: DFT, the ωB97M-V functional and the def2-TZVPD basis

Each line ends with the natural charge from an NBO analysis.
Positions of all 41 atoms, in Å:
C1 0.913 -2.100 -0.038  -0.60
C2 1.865 -2.008 1.247  -0.04
C3 3.340 -2.401 0.774  -0.62
C4 1.143 -2.946 2.217  -0.62
C5 2.040 -0.626 2.025  -0.04
C6 2.855 -0.577 3.180  -0.19
C7 2.936 0.518 3.918  -0.23
C8 2.362 1.726 3.489  -0.20
C9 1.714 1.753 2.335  -0.22
C10 1.443 0.532 1.676  0.27
O1 0.791 0.849 0.533  -0.50
C11 -0.618 0.853 0.702  0.46
N1 -1.291 0.438 1.798  -0.46
C12 -2.592 0.507 1.965  0.03
C13 -3.406 0.916 0.894  -0.24
C14 -2.798 1.272 -0.349  -0.20
C15 -1.382 1.333 -0.372  0.08
N2 -0.778 1.785 -1.550  -0.62
C16 -1.129 2.933 -2.214  0.26
N3 -0.478 3.270 -3.335  -0.31
N4 -0.865 4.524 -3.779  -0.24
C17 -1.683 5.189 -2.963  -0.19
S1 -2.271 4.264 -1.602  0.28
H1 -0.063 -1.709 0.260  0.21
H2 1.256 -1.570 -0.911  0.21
H3 0.847 -3.162 -0.292  0.21
H4 3.735 -3.186 1.451  0.21
H5 3.897 -1.474 0.860  0.22
H6 3.453 -2.716 -0.292  0.22
H7 1.661 -2.936 3.135  0.21
H8 1.045 -4.069 1.843  0.21
H9 0.172 -2.573 2.592  0.23
H10 3.424 -1.529 3.318  0.22
H11 3.499 0.468 4.801  0.21
H12 2.458 2.700 4.043  0.22
H13 1.083 2.570 1.999  0.22
H14 -3.088 0.097 2.841  0.20
H15 -4.454 1.112 1.078  0.22
H16 -3.351 1.546 -1.253  0.24
H17 0.253 1.464 -1.606  0.44
H18 -1.932 6.275 -3.134  0.24

Forces on atoms 1 to 6 (eV/Å):
0.571 0.755 1.443
-0.298 0.471 -1.419
-0.901 -0.374 0.519
-0.137 -2.003 -0.289
-0.772 -1.823 -1.355
-0.244 -3.263 -2.177

Calculated values
* E_LUMO: 0.3202 eV
* HOMO energy: -8.418 eV
* multiplicity: 1
* SMILES: CC(C)(C)c1ccccc1Oc1ncccc1Nc1nncs1
* HOMO-LUMO gap: 8.74 eV
* ΔE to the lowest compared entry with this formula, charge and spin: 4.519 eV

---

Entry 4:
Molecular formula: C17H18NO2ReS6SbSe
Method: DFT, the ωB97M-V functional and the def2-TZVPD basis

Each line ends with the Löwdin spin population.
Positions of all 47 atoms, in Å:
Re1 -1.591 0.216 -1.021  2.21
O1 0.583 -0.053 -0.991  0.05
S1 1.973 -0.403 -1.473  0.01
C1 2.910 -0.506 0.091  0.00
C2 2.026 -0.824 1.297  0.00
C3 1.541 0.448 1.997  0.00
C4 0.440 0.196 3.025  0.00
S2 -1.256 0.323 2.393  0.01
O2 -1.159 -0.329 1.016  0.06
C5 -1.427 2.070 2.163  0.01
C6 -0.874 2.750 1.083  0.01
C7 -1.157 4.093 0.919  0.00
C8 -1.963 4.750 1.841  0.00
C9 -2.497 4.069 2.923  0.00
C10 -2.245 2.713 3.079  0.00
C11 1.963 -2.114 -1.940  0.00
C12 2.869 -2.484 -2.925  0.00
C13 2.936 -3.814 -3.310  0.00
C14 2.095 -4.746 -2.720  0.00
C15 1.179 -4.359 -1.749  0.00
C16 1.107 -3.034 -1.351  0.00
H1 3.398 0.464 0.201  0.00
H2 3.682 -1.254 -0.088  0.00
H3 2.603 -1.430 1.999  0.00
H4 1.169 -1.422 0.991  0.00
H5 1.203 1.168 1.253  0.00
H6 2.384 0.917 2.511  0.00
H7 0.465 0.907 3.853  0.00
H8 0.507 -0.809 3.448  0.00
H9 -0.265 2.241 0.344  0.01
H10 -0.783 4.617 0.051  0.00
H11 -2.203 5.794 1.690  0.00
H12 -3.143 4.579 3.624  0.00
H13 -2.704 2.156 3.887  0.00
H14 3.501 -1.739 -3.395  0.00
H15 3.630 -4.117 -4.083  0.00
H16 2.138 -5.781 -3.032  0.00
H17 0.498 -5.078 -1.318  0.00
H18 0.370 -2.718 -0.625  0.00
S3 -4.958 1.803 -4.053  0.06
Sb1 -3.677 2.555 -2.405  0.06
S4 -3.673 0.966 -0.506  0.18
S5 -1.347 1.627 -2.726  0.04
S6 -3.451 4.646 -1.656  0.06
Se1 -2.583 -4.531 -1.632  0.12
C17 -2.233 -2.832 -1.422  0.07
N1 -1.985 -1.694 -1.260  0.01

Forces on atoms 1 to 6 (eV/Å):
0.021 0.207 0.050
-0.042 -0.047 0.043
0.019 -0.010 -0.036
0.011 0.001 -0.014
0.002 0.010 0.011
0.001 -0.007 -0.019

Calculated values
* E_LUMO (alpha / beta): -0.6426 / -1.3913 eV
* ⟨S²⟩: 3.788
* HOMO energy (alpha / beta): -7.600 / -7.743 eV
* multiplicity: 4
* HOMO-LUMO gap (alpha / beta): 6.96 / 6.35 eV
* ΔE to the lowest compared entry with this formula, charge and spin: 0.000 eV